[1]
78
Properties=species:S:1:pos:R:3:forces:R:3 method="wB97M-V/def2-TZVPD" homo_energy_ev="-7.08 / -7.81" multiplicity=3 gap_ha="0.2557 / 0.2518" s_squared=2.05 lumo_energy_ev="-0.1 / -1.0" relative_energy_ev=0.2194
Pd -1.535 -1.027 0.194 0.3 0.4 -0.2
F -7.087 2.021 -0.563 1.1 -0.8 -0.4
C -6.018 1.198 -0.855 -0.6 0.7 0.5
C -5.103 1.535 -1.821 0.5 -0.6 -0.1
C -4.091 0.675 -2.151 0.7 -1.3 -0.1
C -3.918 -0.588 -1.493 -0.3 0.5 0.0
C -3.083 -1.613 -1.961 0.1 -0.3 0.9
C -4.799 -0.795 -0.391 0.8 -0.7 -0.4
C -5.821 0.057 -0.111 -1.2 -0.6 0.3
H -5.087 2.444 -2.321 -0.5 1.6 -0.8
H -3.411 0.872 -2.976 -0.1 0.3 0.1
H -2.429 -1.491 -2.812 -0.1 0.0 0.0
H -3.104 -2.595 -1.457 0.0 0.6 -0.4
H -4.654 -1.698 0.184 -0.2 -0.1 0.1
H -6.608 -0.292 0.539 0.1 0.3 0.5
C -2.142 -1.248 3.724 0.0 1.2 -1.4
Si -0.338 -1.195 3.318 1.5 0.4 0.1
C 0.707 0.133 4.193 0.5 0.5 -0.3
C 0.420 -2.661 4.265 2.0 -0.7 -0.3
O -0.009 -1.029 1.714 -0.5 -0.4 1.0
H -2.431 -1.114 4.736 -0.1 0.3 1.0
H -2.536 -2.174 3.398 -0.4 -1.3 -0.3
H -2.646 -0.514 3.075 0.0 0.1 0.4
H 0.397 0.346 5.223 0.1 -0.2 -0.1
H 0.764 1.108 3.673 -0.1 -0.3 0.1
H 1.757 -0.271 4.209 -0.9 0.3 0.1
H 0.653 -2.398 5.342 -0.5 -0.3 -1.1
H 1.441 -3.009 3.830 -1.5 0.7 0.6
H -0.191 -3.556 4.213 -0.2 -0.2 0.3
C 0.618 0.726 -3.322 1.2 -1.5 -0.2
O 1.566 0.761 -2.235 -0.5 -0.5 -0.7
C 2.193 1.943 -2.055 -1.1 -1.6 0.7
C 2.705 2.674 -3.058 0.5 2.2 -1.9
C 3.329 3.903 -2.738 0.4 -0.9 -2.6
C 3.425 4.350 -1.446 0.8 0.6 -0.3
C 2.926 3.556 -0.444 -1.1 0.4 1.8
C 2.247 2.378 -0.754 1.0 0.6 2.0
N 1.563 1.651 0.294 0.7 2.3 -2.1
C 0.284 1.779 0.484 -1.1 -1.2 1.4
C -0.689 2.596 -0.032 -0.7 0.7 -0.6
C -0.511 3.815 -0.846 0.7 -2.1 0.0
C -1.585 4.540 -1.175 -1.3 0.0 1.2
C -2.876 4.183 -0.662 1.6 -2.2 0.9
C -3.095 3.008 0.031 -1.4 2.3 -0.6
C -2.050 2.129 0.388 1.4 0.7 -0.4
O -2.258 1.085 1.028 -0.2 -0.7 0.1
H 1.112 0.707 -4.327 -0.4 0.1 0.9
H -0.055 1.531 -3.210 -0.8 1.1 -0.1
H 0.093 -0.216 -3.158 -0.1 0.1 -0.2
H 2.488 2.429 -4.125 0.6 0.0 1.1
H 3.814 4.373 -3.639 -0.6 0.1 1.4
H 3.912 5.300 -1.226 -0.1 -0.3 0.0
H 2.897 3.979 0.605 0.1 -0.9 -1.2
H 1.965 0.871 0.705 1.1 -1.5 0.9
H -0.049 1.026 1.231 -0.1 0.5 -0.6
H 0.467 4.053 -1.295 -0.5 0.0 0.7
H -1.510 5.515 -1.552 0.4 1.0 -1.1
H -3.657 4.868 -0.763 -1.3 0.9 -0.4
H -4.116 2.851 0.395 0.5 -0.3 0.0
C 3.833 -3.041 1.729 0.1 0.0 -1.4
C 3.990 -3.827 0.417 0.3 1.5 -1.1
C 3.269 -5.172 0.335 0.7 0.2 0.2
C 3.629 -2.921 -0.838 0.5 -1.1 -0.8
N 2.198 -2.685 -1.109 1.6 -0.5 -0.1
C 1.356 -2.004 -0.390 -2.1 0.7 -0.4
N 0.177 -2.047 -1.023 0.1 -0.1 0.8
N 0.345 -2.787 -2.123 0.8 0.3 0.0
N 1.582 -3.148 -2.212 -0.3 -0.5 0.0
H 4.188 -3.659 2.504 0.1 -0.6 1.3
H 2.831 -2.709 1.892 -0.9 -0.2 0.3
H 4.416 -2.129 1.744 0.4 0.2 -0.2
H 5.088 -3.961 0.262 -0.7 -0.2 0.1
H 2.199 -5.035 0.367 -0.4 -0.1 0.6
H 3.665 -5.885 1.085 -0.6 0.4 -0.3
H 3.417 -5.604 -0.644 0.4 -0.2 -0.4
H 3.974 -3.481 -1.751 -0.2 0.7 0.8
H 4.138 -1.938 -0.794 -0.3 -0.5 0.0
H 1.452 -1.451 0.529 0.2 -0.2 0.3


[2]
41
Properties=species:S:1:pos:R:3:forces:R:3 method="wB97M-V/def2-TZVPD" homo_energy_ev="-5.57 / -5.54" charge=-1 multiplicity=5 gap_ha="0.2725 / 0.2083" s_squared=6.04 lumo_energy_ev="1.8 / 0.1" relative_energy_ev=0.0000
Os -0.374 0.345 0.142 -0.4 -0.3 0.3
N -0.516 2.057 1.930 -0.2 -0.1 0.0
N -1.265 1.423 2.933 0.1 0.1 0.1
C -2.015 0.274 2.657 0.0 0.1 -0.3
O -2.878 -0.076 3.430 0.0 0.0 0.3
O -1.709 -0.363 1.557 0.4 0.0 -0.4
H 0.408 2.315 2.262 0.0 -0.1 0.0
H -0.995 2.854 1.520 0.0 0.0 0.1
H -1.654 2.000 3.665 0.0 0.0 -0.1
Se 3.968 2.465 0.884 0.0 0.1 0.1
Sb 3.068 0.656 -0.362 -0.1 -0.1 0.0
Se 1.489 -0.725 1.162 0.4 -0.2 0.2
Se 0.860 1.487 -1.509 0.3 0.2 -0.3
Se 4.283 -0.734 -1.859 -0.1 0.0 0.0
F -1.182 4.408 -5.673 0.0 0.0 0.0
C -1.501 3.709 -4.584 0.0 -0.1 0.1
C -1.898 2.386 -4.696 0.0 0.1 0.1
F -1.957 1.812 -5.899 0.0 0.0 0.0
C -2.226 1.672 -3.555 0.0 0.0 -0.1
F -2.586 0.392 -3.715 0.0 0.2 0.0
C -2.171 2.236 -2.289 -0.1 -0.1 0.0
Se -2.612 1.227 -0.725 -0.1 0.2 -0.1
C -1.768 3.560 -2.209 0.0 0.1 -0.1
F -1.671 4.173 -1.024 0.0 0.0 0.0
C -1.436 4.300 -3.332 0.0 -0.2 -0.1
F -1.050 5.572 -3.219 0.0 0.0 0.0
N -4.783 -1.470 -2.198 -0.1 0.0 0.1
C -4.122 -2.429 -2.887 0.1 0.1 0.0
O -4.677 -3.260 -3.579 -0.1 -0.1 -0.2
C -2.632 -2.369 -2.745 0.1 -0.1 0.0
C -1.817 -2.615 -3.844 0.0 0.0 0.1
C -0.447 -2.477 -3.703 -0.1 0.0 0.0
C 0.059 -2.084 -2.472 0.1 0.1 0.1
N -0.715 -1.872 -1.410 -0.2 0.1 0.1
C -2.031 -2.029 -1.544 0.0 0.0 -0.1
H -5.784 -1.437 -2.279 0.0 0.0 0.0
H -4.292 -0.708 -1.755 0.0 0.0 0.0
H -2.267 -2.894 -4.788 0.0 0.0 0.0
H 0.225 -2.644 -4.531 0.0 0.0 0.0
H 1.125 -1.920 -2.330 0.0 0.0 0.0
H -2.626 -1.861 -0.652 0.0 0.0 0.0


[3]
19
Properties=species:S:1:pos:R:3:forces:R:3 method="wB97M-V/def2-TZVPD" homo_energy_ev=-9.06 gap_ha=0.3706 lumo_energy_ev=1.0 relative_energy_ev=0.8152
C -0.249 -1.230 -2.643 0.1 -0.7 -0.4
C 0.131 -1.481 -1.187 -0.1 0.6 0.0
C -0.712 -0.670 -0.212 -1.3 -0.7 0.0
C -0.470 0.829 -0.249 0.6 0.9 0.8
N -0.618 1.467 1.061 -0.7 -0.3 0.2
C 0.266 1.214 1.928 0.8 0.4 -0.4
N 1.419 0.458 1.783 -0.3 0.1 0.4
H 0.539 -1.541 -3.331 0.3 0.1 0.1
H -1.084 -1.869 -2.946 -0.3 0.4 0.2
H -0.470 -0.183 -2.848 -0.1 0.0 0.0
H 0.091 -2.542 -0.949 0.0 -0.1 0.0
H 1.157 -1.153 -1.044 0.4 -0.1 0.0
H -0.682 -1.100 0.796 0.7 0.4 0.1
H -1.786 -0.823 -0.385 0.1 0.0 -0.5
H -1.127 1.370 -0.922 -0.3 -0.3 -0.1
H 0.542 1.091 -0.583 0.2 -0.4 -0.3
H 0.250 1.733 2.886 -0.2 0.0 0.0
H 1.559 -0.238 1.077 0.0 0.2 -0.2
H 2.201 0.745 2.340 0.1 -0.3 0.1


[4]
84
Properties=species:S:1:pos:R:3:forces:R:3 method="wB97M-V/def2-TZVPD" homo_energy_ev=-4.15 charge=-1 gap_ha=0.1383 lumo_energy_ev=-0.4
C 4.389 1.986 1.935 -0.9 -0.1 0.0
C 4.056 3.439 1.227 -0.7 -0.3 0.4
N 3.818 3.328 -0.283 0.3 -1.3 1.5
Ga 2.389 4.589 -0.646 -0.5 0.6 1.0
C 2.723 6.434 0.319 -0.2 -0.1 0.7
N 3.417 7.399 -0.618 0.5 0.7 0.6
C 1.999 4.918 -2.649 -4.7 3.9 -2.0
O 0.970 5.751 -2.966 6.4 -5.2 1.2
C 2.878 4.268 -3.915 -2.1 -1.0 -0.6
F 2.808 2.760 -3.867 0.2 4.3 -0.3
F 2.172 4.686 -5.147 2.8 -1.3 2.6
C 4.468 4.660 -3.852 1.3 -0.5 1.3
F 4.628 5.837 -2.929 -0.4 -3.6 -3.0
F 5.276 3.534 -3.302 -2.7 3.7 -1.8
C 5.137 5.104 -5.280 2.4 -0.3 -0.3
F 6.629 4.941 -5.105 -4.6 0.5 -0.7
F 4.776 4.254 -6.438 0.9 2.7 3.7
C 4.934 6.738 -5.570 4.4 5.8 -2.3
O 5.997 7.499 -5.951 -7.0 -5.7 2.4
O 3.658 7.457 -5.393 2.6 -2.5 -1.9
H 5.272 1.395 1.400 -1.9 1.4 1.2
H 4.583 2.079 3.105 -0.2 -0.1 -2.5
H 3.384 1.347 1.848 2.2 1.2 0.1
H 3.030 3.830 1.683 2.1 -0.8 -0.2
H 4.876 4.236 1.498 -1.4 -1.6 -0.7
H 3.423 2.351 -0.419 0.6 1.6 0.2
H 1.047 3.982 0.051 0.1 0.0 -0.3
H 3.378 6.166 1.279 -1.5 1.0 -1.7
H 1.680 6.908 0.630 2.2 -1.1 -0.4
H 3.022 8.367 -0.573 0.9 -1.2 0.2
H 4.459 7.409 -0.476 -1.7 0.2 -0.1
H 3.478 7.887 -6.292 0.6 -0.7 1.8
O -0.995 -2.302 3.627 1.4 -0.4 4.4
P -0.294 -1.037 4.181 -1.5 3.9 -8.7
O -1.507 0.009 3.721 -0.5 -0.2 1.3
C -2.852 -0.240 4.091 -0.6 0.1 -0.3
C -3.205 0.405 5.416 0.0 0.1 0.2
O 0.687 -0.821 2.849 0.6 -0.2 1.8
C 1.002 -1.937 2.021 -0.1 -0.4 -0.3
C -0.018 -2.094 0.900 0.1 0.2 -0.3
O 0.488 0.377 4.799 0.6 -3.1 1.5
C 0.069 1.029 5.975 -0.1 0.5 0.3
C -0.012 0.117 7.180 0.3 0.1 0.3
H -3.072 -1.310 4.124 0.1 0.0 -0.1
H -3.485 0.197 3.308 0.2 -0.1 0.0
H -2.628 -0.041 6.232 -0.1 0.0 0.0
H -4.265 0.273 5.649 0.0 0.0 -0.1
H -2.992 1.478 5.401 -0.1 -0.1 0.0
H 1.086 -2.849 2.622 -0.2 0.1 -0.1
H 1.992 -1.764 1.587 -0.1 0.2 0.2
H -1.048 -1.970 1.239 0.1 -0.2 0.2
H 0.080 -3.076 0.428 0.0 0.1 0.0
H 0.146 -1.328 0.133 0.1 -0.1 0.1
H -0.868 1.552 5.789 -0.2 -0.2 -0.1
H 0.806 1.814 6.184 0.1 -0.2 -0.2
H -0.537 -0.815 6.957 -0.2 0.0 0.0
H -0.526 0.625 8.002 0.0 -0.1 -0.1
H 0.992 -0.152 7.522 -0.1 0.0 -0.1
O -4.729 -3.925 -2.565 1.6 -1.9 -4.0
P -3.512 -4.866 -2.389 -0.7 2.0 9.4
O -4.227 -5.803 -1.211 -0.4 -0.9 -1.0
C -5.505 -6.377 -1.424 -0.5 -0.1 0.4
C -5.412 -7.756 -2.044 0.1 -0.2 -0.1
O -2.682 -3.840 -1.369 0.7 -0.8 -1.6
C -2.950 -2.441 -1.410 -0.3 0.5 0.0
C -4.060 -2.066 -0.437 0.1 0.1 0.4
O -2.153 -5.918 -2.192 -0.5 1.5 -3.0
C -2.133 -7.240 -2.679 0.1 -0.5 0.0
C -2.450 -7.349 -4.154 0.4 -0.1 -0.2
H -6.143 -5.732 -2.034 0.1 0.1 0.0
H -5.983 -6.467 -0.440 0.2 0.1 -0.1
H -4.985 -7.701 -3.050 -0.1 0.0 0.0
H -6.399 -8.219 -2.128 0.0 0.1 0.0
H -4.778 -8.416 -1.445 -0.1 0.1 0.0
H -3.185 -2.126 -2.433 -0.1 -0.1 0.2
H -2.031 -1.915 -1.131 0.0 -0.3 0.0
H -4.903 -2.758 -0.461 0.1 0.0 -0.3
H -4.429 -1.057 -0.648 0.1 -0.1 0.0
H -3.680 -2.081 0.591 0.0 0.0 -0.1
H -2.784 -7.864 -2.069 -0.2 0.1 0.0
H -1.120 -7.625 -2.513 0.0 0.3 0.0
H -3.334 -6.769 -4.429 -0.2 -0.1 0.1
H -2.615 -8.396 -4.427 0.0 0.2 0.0
H -1.616 -6.969 -4.752 -0.1 0.0 0.0